[1]
A single C4H5N3O molecule, computed with ωB97M-V/def2-TZVPD.

Each line ends with the natural charge from an NBO analysis.
Atoms and positions in Å:
H  0.13  2.56  -0.20  0.355
N  1.01  2.05  -0.02  -0.650
C  0.86  0.81  -0.27  0.367
C  1.92  -0.17  0.00  -0.380
C  1.25  -1.36  -0.02  0.169
O  -0.04  -1.23  -0.39  -0.360
N  -0.34  0.08  -0.76  -0.006
N  -1.44  0.67  -0.31  -0.218
C  -2.37  -0.11  0.19  -0.148
H  2.89  0.10  0.56  0.265
H  1.55  -2.45  0.18  0.229
H  -3.20  0.26  0.79  0.197
H  -2.22  -1.21  0.25  0.180

The calculation puts the energy above the lowest of the compared OMol25 structures with the same formula, charge and spin at 497.6 kJ/mol. For the HOMO energy, the calculation gives -8.75 eV. As for the structure (SMILES): [H]/N=c1/ccon1N=C. The total energy comes out at -10742.45760 eV.

***

[2]
A molecular structure, C24H33ClI2P2RuSb, computed with ωB97M-V/def2-TZVPD.

Each line ends with the natural charge from an NBO analysis.
Atoms and positions in Å:
I  -1.80  0.17  -1.29  0.100
I  1.51  1.44  0.46  -0.029
Ru  -1.05  3.38  -0.67  0.690
P  0.14  2.42  -2.55  0.888
C  0.82  0.86  -3.40  -0.925
C  -1.13  2.91  -3.68  -0.983
H  -0.72  3.10  -4.66  0.261
H  1.87  3.63  -3.66  0.257
H  -1.54  3.80  -3.23  0.253
H  1.24  4.41  -2.18  0.262
H  0.01  0.09  -3.46  0.231
H  -1.90  2.15  -3.77  0.252
C  1.56  3.48  -2.63  -0.980
H  1.10  1.17  -4.43  0.263
H  2.38  3.05  -2.06  0.257
H  1.70  0.45  -2.86  0.246
P  -1.54  2.65  1.55  0.869
C  -1.71  1.24  2.85  -0.906
C  -0.63  3.83  2.54  -0.967
H  -3.17  3.94  0.67  0.243
H  -3.69  3.46  2.31  0.261
H  -3.83  2.33  0.98  0.252
C  -3.24  3.14  1.39  -0.967
H  -0.53  4.67  1.88  0.256
H  -1.16  4.10  3.44  0.258
H  -2.17  1.66  3.80  0.266
H  -0.70  0.81  3.08  0.245
H  0.34  3.44  2.80  0.255
H  -2.39  0.46  2.42  0.225
Cl  -1.17  5.60  -0.85  -0.443
C  -3.25  -4.09  -1.21  -0.167
C  -3.60  -3.14  -0.25  -0.173
C  -2.57  -2.40  0.34  -0.280
C  -1.21  -2.50  -0.15  -0.145
C  -0.86  -3.35  -1.15  -0.256
C  -1.90  -4.20  -1.64  -0.172
Sb  0.22  -0.73  0.04  1.316
C  0.50  -1.33  2.09  -0.373
C  1.43  -0.77  2.95  -0.253
C  1.59  -1.24  4.25  -0.180
C  0.80  -2.30  4.71  -0.157
C  -0.12  -2.88  3.83  -0.205
C  -0.23  -2.42  2.52  -0.163
C  2.22  -1.36  -0.79  -0.153
C  3.39  -1.15  -0.09  -0.297
C  4.63  -1.28  -0.71  -0.184
C  4.69  -1.95  -1.95  -0.168
C  3.47  -2.36  -2.55  -0.181
C  2.25  -1.99  -2.00  -0.322
H  -4.07  -4.70  -1.64  0.258
H  -4.58  -2.94  0.00  0.242
H  -2.93  -1.67  1.09  0.245
H  0.07  -3.41  -1.62  0.236
H  -1.65  -4.94  -2.43  0.254
H  2.08  0.07  2.69  0.228
H  2.33  -0.74  4.89  0.243
H  0.89  -2.62  5.75  0.247
H  -0.77  -3.67  4.17  0.241
H  -0.93  -2.95  1.86  0.223
H  3.50  -0.81  0.97  0.245
H  5.49  -0.82  -0.25  0.243
H  5.69  -2.10  -2.43  0.253
H  3.51  -2.92  -3.51  0.245
H  1.33  -2.19  -2.57  0.218

The calculation puts the energy above the lowest of the compared OMol25 structures with the same formula, charge and spin at 195.9 kJ/mol. As for the multiplicity: 6. For the HOMO energy (spin up / spin down), the calculation gives -13.21 / -14.49 eV. The expectation value of S² is 8.7829. As for the charge: +2. The total energy comes out at -81824.16329 eV.

***

[3]
A molecular structure, C21H25F5N2O7S2SiTi, computed with ωB97M-V/def2-TZVPD.

Each line ends with the natural charge from an NBO analysis.
Atoms and positions in Å:
Ti  0.23  0.08  0.01  1.743
N  3.21  -1.09  -2.70  -0.785
C  2.48  -0.51  -1.73  0.755
O  1.25  -0.56  -1.77  -0.647
C  3.17  0.12  -0.56  -0.511
C  2.16  0.97  0.20  -0.802
H  2.71  -1.38  -3.53  0.402
H  4.16  -0.78  -2.82  0.398
H  4.06  0.66  -0.91  0.218
H  3.51  -0.71  0.07  0.238
H  2.09  1.98  -0.22  0.209
H  2.40  1.05  1.26  0.214
O  -0.64  1.26  -1.26  -0.737
C  -1.51  2.20  -1.01  0.197
C  -1.82  2.71  0.27  -0.246
C  -2.75  3.75  0.41  -0.107
C  -3.05  4.26  1.65  -0.052
C  -2.45  3.78  2.82  -0.201
C  -1.53  2.76  2.70  -0.293
C  -1.19  2.21  1.46  0.440
O  -0.31  1.23  1.41  -0.729
N  -4.01  5.35  1.75  0.536
O  -4.53  5.77  0.73  -0.412
O  -4.27  5.80  2.86  -0.410
H  -2.04  2.62  -1.87  0.143
H  -3.25  4.15  -0.46  0.223
H  -2.71  4.20  3.77  0.233
H  -1.05  2.34  3.58  0.219
C  -0.16  -2.11  3.45  -1.148
Si  1.09  -2.42  2.11  1.925
C  2.80  -1.97  2.76  -1.137
C  1.09  -4.22  1.59  -1.140
O  0.79  -1.48  0.80  -1.166
H  0.01  -2.75  4.32  0.222
H  -1.18  -2.28  3.09  0.258
H  -0.11  -1.06  3.78  0.241
H  3.03  -2.53  3.68  0.226
H  2.85  -0.91  2.99  0.234
H  3.57  -2.20  2.03  0.222
H  1.05  -4.89  2.46  0.227
H  1.97  -4.46  1.00  0.228
H  0.21  -4.42  0.98  0.239
C  2.03  4.34  -3.95  -0.828
S  1.72  2.87  -2.95  1.285
C  0.43  2.20  -4.00  -0.833
O  2.92  2.00  -3.14  -1.015
H  2.31  4.02  -4.96  0.222
H  2.87  4.87  -3.49  0.234
H  1.15  4.97  -3.96  0.227
H  -0.42  2.88  -4.00  0.228
H  0.14  1.25  -3.54  0.279
H  0.83  2.06  -5.00  0.217
F  -1.97  -6.71  -0.74  -0.305
C  -2.04  -5.40  -0.47  0.225
C  -2.75  -4.94  0.62  0.294
F  -3.38  -5.82  1.41  -0.312
C  -2.81  -3.58  0.89  0.287
F  -3.53  -3.22  1.96  -0.305
C  -2.17  -2.62  0.11  -0.243
S  -2.30  -0.92  0.45  -0.289
C  -1.47  -3.13  -0.98  0.305
F  -0.83  -2.29  -1.81  -0.292
C  -1.39  -4.48  -1.28  0.261
F  -0.69  -4.91  -2.34  -0.306

The calculation puts the energy above the lowest of the compared OMol25 structures with the same formula, charge and spin at 58.5 kJ/mol. As for the multiplicity: 2. For the HOMO energy (spin up / spin down), the calculation gives -3.37 / -4.52 eV. The expectation value of S² is 0.7822. As for the charge: -1. The total energy comes out at -105750.30924 eV.

***

[4]
A single C4H7NO2 molecule, computed with ωB97M-V/def2-TZVPD.

Each line ends with the natural charge from an NBO analysis.
Atoms and positions in Å:
C  1.11  -0.68  0.59  0.161
C  -0.37  -0.12  -0.03  0.076
C  -1.61  -0.87  0.31  -0.715
C  -0.45  1.18  -0.90  -0.697
N  2.24  0.01  0.43  0.386
O  2.23  1.14  0.00  -0.420
O  3.26  -0.63  0.67  -0.388
H  1.16  -1.63  0.94  0.188
H  -2.32  -1.08  -0.54  0.233
H  -2.25  -0.13  0.86  0.230
H  -1.64  -1.82  0.86  0.233
H  -1.27  1.21  -1.63  0.222
H  -0.70  2.03  -0.32  0.224
H  0.59  1.38  -1.25  0.267

The calculation puts the energy above the lowest of the compared OMol25 structures with the same formula, charge and spin at 259.8 kJ/mol. As for the multiplicity: 3. For the HOMO energy (spin up / spin down), the calculation gives -7.53 / -10.64 eV. The expectation value of S² is 2.0122. The total energy comes out at -9838.96338 eV.

***

Number 1: largest force on an atom 4.6 eV/Å. Number 2: largest force on an atom 4.2 eV/Å. Number 3: largest force on an atom 0.5 eV/Å. Number 4: largest force on an atom 6.9 eV/Å.